# 1
Here is a gas-phase ion, C7H17N5S (charge +2) from the OMol25 dataset. Energies are from ωB97M-V with the def2-TZVPD basis set.

E: -948.12389 Ha
energy relative to the best compared isomer or geometry (same formula, charge and spin): 5.1815 eV
total charge: +2

The geometry in XYZ format:
```
30
Properties=species:S:1:pos:R:3:forces:R:3:lowdin_charge:R:1
C 0.39622 -0.09421 0.06412 -1.4 -2.8 2.0 -0.024
C -0.91395 -0.24788 0.53357 1.8 3.8 -3.9 -0.204
C -1.54560 1.92535 -0.08208 1.4 -0.7 0.1 -0.577
C 1.63489 -2.37758 -0.26074 0.1 -3.0 0.1 -0.090
C 2.90179 -0.28695 0.17581 0.5 -0.6 -0.2 -0.058
C -4.26499 2.83041 0.54480 -0.3 0.1 0.9 -0.321
C 1.63434 -1.07820 0.49160 -1.5 0.8 1.2 -0.355
N -1.89832 0.74615 0.32522 0.7 -1.3 0.5 0.077
N -0.13284 2.19093 -0.49681 -3.0 -0.4 1.9 0.096
N 0.67445 0.73061 -2.24405 -0.5 1.1 -1.2 0.156
N 0.68826 1.04910 -0.84852 -2.2 0.3 0.5 -0.126
N -1.47047 -1.41241 1.18712 1.8 1.9 2.4 0.311
S -2.59378 3.32868 -0.00377 0.9 -0.4 -0.5 0.992
H 2.29050 -2.45495 -1.15170 -0.5 0.7 0.3 0.102
H 0.62284 -2.78646 -0.56236 1.0 0.5 0.4 0.094
H 2.11383 -3.17023 0.40799 -0.8 0.9 -0.7 0.121
H 2.70615 -0.17686 -0.91499 1.2 0.5 0.4 0.089
H 3.95852 -0.69743 0.33051 -1.9 -0.1 -0.2 0.149
H 2.87341 0.60934 0.77156 0.2 0.9 -0.1 0.088
H -4.32315 1.83192 1.05502 0.3 1.0 -0.6 0.061
H -4.94783 2.91151 -0.31817 0.4 -0.2 0.4 0.055
H -4.51860 3.65666 1.27725 0.2 -1.1 -0.8 0.071
H 1.42933 -1.29383 1.63395 0.6 0.6 -2.1 0.173
H -0.14333 3.04445 -1.05014 1.2 -0.3 -0.5 0.137
H -0.16365 0.20173 -2.58340 0.7 0.6 1.0 0.149
H 0.61158 1.70816 -2.64273 0.3 -1.7 -0.3 0.147
H 1.67638 1.22996 -0.65848 0.2 0.7 0.2 0.146
H -1.85743 -1.02283 2.06535 0.0 -0.5 0.1 0.208
H -0.74321 -2.08095 1.41205 0.2 -0.6 0.1 0.169
H -2.23444 -1.82092 0.73290 -1.5 -0.9 -1.5 0.167
```
Forces are in eV/Å.



# 2
Here is 15 unconnected molecules or ions with the total composition C42H120N6O24 from the OMol25 dataset. Energies are from ωB97M-V with the def2-TZVPD basis set.

E: -3806.11695 Ha
energy relative to the best compared isomer or geometry (same formula, charge and spin): 3.6454 eV
total charge: 0

The geometry in XYZ format:
```
192
Properties=species:S:1:pos:R:3:forces:R:3:lowdin_charge:R:1
C 4.84152 -0.20902 3.96963 0.4 -0.7 -0.5 -0.221
C 3.35498 0.09352 4.00574 0.6 0.2 0.3 -0.205
O 2.99204 0.86479 5.18548 -0.1 -0.9 -1.3 -0.053
O 5.58440 0.88133 3.46159 0.2 -0.2 -0.3 -0.075
H 4.99442 -1.07627 3.32728 0.0 0.2 -0.7 0.114
H 5.36057 -0.57158 4.85690 -0.7 0.3 0.8 0.125
H 2.78678 -0.81911 3.82586 -0.3 -0.3 0.8 0.111
H 3.13560 0.64093 3.08905 0.1 0.6 0.4 0.080
H 2.85687 0.17909 5.84361 -0.1 0.2 0.4 0.090
H 5.28623 1.67074 3.91933 -0.1 0.7 0.2 0.066
C 1.24041 -4.48691 -4.32669 0.0 0.1 0.0 -0.234
C -0.20587 -4.46467 -4.83700 0.8 0.1 0.8 -0.196
O -0.97460 -5.05436 -3.78141 -0.2 -0.4 -0.4 -0.083
O 2.19365 -3.93390 -5.25045 -0.9 -0.4 0.7 -0.063
H 1.47195 -5.52973 -4.10983 0.1 -0.2 -0.1 0.120
H 1.29492 -3.99365 -3.35621 0.2 0.4 -0.3 0.095
H -0.23097 -5.07042 -5.74283 -0.4 0.2 -0.2 0.128
H -0.58823 -3.45190 -4.96431 0.2 0.0 -0.5 0.112
H -1.39210 -5.84376 -4.13376 -0.1 -0.1 0.2 0.106
H 2.17720 -4.58546 -5.95527 0.4 0.2 -0.4 0.082
C 4.75837 3.92674 2.40795 -2.0 0.2 1.1 -0.197
C 4.04552 5.28336 2.27414 1.3 0.8 -2.7 -0.240
O 2.67660 5.31215 2.57817 0.1 -0.7 0.9 -0.062
O 4.69818 3.67121 3.79273 1.1 -1.0 1.2 -0.079
H 5.75302 3.71180 2.01733 0.2 1.0 0.2 0.132
H 4.16404 3.14366 1.93715 -0.5 0.1 -0.6 0.098
H 4.15227 5.52554 1.21676 0.0 0.2 -0.4 0.115
H 4.50268 6.13797 2.77288 0.6 -0.5 0.5 0.125
H 2.21479 5.58474 1.78192 -0.3 -0.5 0.0 0.023
H 3.84178 3.96426 4.11258 -0.2 0.0 0.0 0.064
C 2.12603 3.51095 6.69973 -1.0 0.0 2.0 -0.221
C 1.27685 3.84396 5.48984 1.2 2.0 0.5 -0.266
O -0.07204 4.13058 5.84043 0.4 -1.0 0.8 -0.059
O 2.20544 4.55383 7.74132 0.0 -0.6 -1.3 -0.082
H 3.16120 3.24465 6.48616 -0.2 0.1 -0.4 0.110
H 1.64218 2.66710 7.19157 0.2 -0.5 0.0 0.110
H 1.51420 3.09432 4.73499 -0.8 -0.2 -0.2 0.098
H 1.72228 4.79484 5.19736 0.1 0.2 -0.8 0.111
H -0.56875 4.45563 5.08595 0.3 -0.2 -0.4 0.055
H 1.34482 4.55763 8.16665 -0.1 0.2 0.0 0.068
C 0.94520 6.75636 0.11189 -1.4 0.8 0.1 -0.224
C 0.32844 6.94108 -1.31516 1.5 0.1 2.6 -0.205
O -0.92308 6.29544 -1.35544 -0.2 -0.4 -0.5 -0.060
O 1.02707 5.39292 0.46982 0.8 -0.1 -0.7 -0.093
H 0.34135 7.17083 0.91916 -0.4 0.7 -0.2 0.122
H 1.89954 7.28143 0.15199 0.4 -0.4 -0.1 0.122
H 1.12127 6.44721 -1.87697 -0.7 -0.1 -1.1 0.123
H 0.30175 8.01566 -1.49590 -0.2 -0.1 -0.4 0.126
H -1.64293 6.92670 -1.42564 0.2 0.2 0.0 0.102
H 0.33839 4.94788 -0.02944 -0.4 -0.5 0.2 0.060
C -3.43613 -1.87263 -3.54287 -1.0 -0.6 1.1 -0.209
C -3.69449 -3.23619 -2.79442 -1.0 0.0 -0.7 -0.225
O -2.60825 -3.68573 -2.04353 0.7 0.3 0.5 -0.102
O -3.29708 -0.81528 -2.64135 -0.2 0.7 0.4 -0.092
H -4.31835 -1.53839 -4.08884 0.0 -0.7 -0.5 0.117
H -2.57165 -1.89040 -4.20654 0.1 -0.5 -0.2 0.104
H -3.98282 -4.08116 -3.41972 0.1 0.2 -1.1 0.111
H -4.55842 -3.29639 -2.13253 -0.1 1.2 0.3 0.111
H -2.06300 -4.10639 -2.71236 0.8 -0.4 0.1 0.028
H -2.59781 -0.97956 -2.00446 0.7 -0.2 0.4 0.023
C -1.87903 3.06607 2.62112 0.8 0.5 -0.7 -0.178
C -2.37491 3.83155 1.36881 -0.7 0.6 1.0 -0.202
O -1.41881 3.81406 0.33250 0.3 -1.6 -0.9 -0.096
O -0.78255 3.79005 3.15518 -0.1 0.5 0.8 -0.081
H -1.43901 2.07866 2.48148 -0.6 -0.4 -1.2 0.102
H -2.63296 2.85974 3.38081 -0.2 0.8 0.0 0.122
H -2.43808 4.91550 1.46460 -0.3 0.2 1.8 0.124
H -3.40817 3.58967 1.11985 0.1 -1.0 -0.6 0.108
H -1.82895 4.29728 -0.38853 0.3 0.1 -0.3 0.064
H -0.20056 3.99189 2.41887 0.3 0.2 -0.1 0.066
C 4.49537 0.13421 0.34171 0.2 0.9 1.8 -0.211
C 4.29274 -1.22169 -0.30867 1.5 -0.5 0.0 -0.222
O 4.30257 -1.05575 -1.69314 -0.6 0.9 -1.7 -0.093
O 5.82713 0.49608 0.74670 0.1 -0.8 -1.8 -0.068
H 3.92250 0.18778 1.26748 -0.5 -0.2 -0.1 0.083
H 4.11972 0.93214 -0.29883 -0.1 -0.1 -0.4 0.118
H 3.38866 -1.74934 -0.00476 -0.2 0.2 0.4 0.101
H 5.17539 -1.83945 -0.14320 0.0 -0.2 1.0 0.128
H 4.46980 -1.86412 -2.18321 0.0 -0.2 0.3 0.096
H 5.86946 0.76688 1.66674 -0.4 -0.1 0.5 0.026
C -0.91290 -1.43155 3.82423 -1.0 2.0 0.9 -0.227
C -1.50019 -2.77678 4.16960 0.5 0.7 -0.3 -0.223
O -0.69575 -3.70634 3.48802 -0.5 -0.8 0.4 -0.084
O -1.05341 -1.03752 2.46804 -0.4 -1.0 -0.5 -0.082
H 0.13181 -1.31501 4.11246 0.1 -0.5 0.2 0.123
H -1.48311 -0.67283 4.36025 0.0 0.1 0.6 0.117
H -2.55047 -2.85413 3.88850 -0.2 0.1 -0.3 0.108
H -1.49503 -2.89771 5.25285 0.5 -0.3 0.0 0.128
H -0.64525 -3.30645 2.61673 0.5 -0.4 -0.6 0.056
H -0.22801 -0.65759 2.15826 0.4 0.2 -0.4 0.044
C -4.40261 -6.24828 -0.62665 0.6 0.4 0.3 -0.050
C -3.57203 -5.75465 0.58397 0.1 -1.1 0.0 -0.389
C -4.50475 -5.33429 1.74347 1.3 0.8 0.0 -0.174
O -5.28574 -4.21082 1.38117 -1.4 -1.0 -0.3 -0.177
C -4.70265 -2.96259 1.23406 1.0 0.3 0.0 -0.124
N -2.63622 -6.85032 1.01003 -0.8 -0.1 0.5 0.035
H -4.87676 -7.19971 -0.38569 0.2 -0.1 0.0 0.078
H -3.73704 -6.35088 -1.48373 0.0 -0.3 -0.1 0.061
H -5.19267 -5.56198 -0.93145 0.1 0.2 0.3 0.071
H -2.95867 -4.88700 0.34088 -0.3 0.2 -0.4 0.088
H -3.86888 -5.02046 2.57129 0.3 -0.1 0.4 0.113
H -5.15650 -6.11894 2.12773 -0.1 0.0 -0.4 0.132
H -5.30092 -2.35447 0.55557 -0.1 -0.1 0.1 0.092
H -3.69317 -3.00164 0.82479 0.2 -0.1 -0.3 0.078
H -4.58452 -2.43284 2.17931 -0.2 0.0 0.3 0.074
H -2.19392 -6.66975 1.89990 -0.3 0.3 0.4 0.061
H -1.83996 -7.04535 0.42008 -0.5 0.3 -0.7 0.040
C -6.29349 2.72852 2.94584 0.5 0.7 0.1 -0.058
C -6.45950 1.24072 2.74742 0.1 -0.2 -1.8 -0.472
C -5.22107 0.52936 2.18475 -0.1 1.0 -1.3 -0.149
O -4.88355 1.12123 0.87850 -0.6 0.4 1.5 -0.194
C -3.71851 0.56594 0.31862 0.1 -0.2 0.3 -0.114
N -6.91261 0.60500 3.94931 0.0 0.0 0.8 0.038
H -6.02814 3.25101 2.02677 0.1 -0.3 -0.1 0.073
H -5.52224 2.95738 3.68130 0.3 -0.2 0.1 0.077
H -7.17114 3.25415 3.32206 -0.4 -0.4 0.0 0.074
H -7.19071 1.06644 1.95809 -0.3 0.4 -0.4 0.134
H -5.46667 -0.51153 1.97420 0.0 -0.1 0.4 0.092
H -4.40094 0.61446 2.89765 0.4 -0.1 -0.1 0.123
H -3.24535 1.24064 -0.39483 -0.4 0.2 -0.1 0.083
H -3.97095 -0.35308 -0.21034 0.3 -0.2 0.1 0.070
H -2.99055 0.41672 1.11606 0.3 -0.4 0.0 0.070
H -7.72212 1.14113 4.22743 -0.2 -0.1 0.5 0.071
H -7.24621 -0.32648 3.74643 0.0 -0.2 0.0 0.075
C 0.51418 -1.45719 -2.38395 1.4 1.1 0.5 -0.028
C 0.37536 -1.19282 -0.84027 1.4 -0.2 -2.9 -0.356
C 0.83239 0.22684 -0.38551 -0.5 -1.4 -0.9 -0.174
O 1.06573 0.17597 0.98297 -0.6 1.1 1.6 -0.203
C 1.26086 1.51903 1.45479 0.3 -0.4 1.1 -0.070
N -1.02719 -1.46310 -0.68813 -0.7 0.3 1.8 0.072
H 1.54875 -1.51871 -2.72160 0.3 0.0 0.2 0.057
H 0.12328 -0.58092 -2.90109 -0.5 -0.3 -0.3 0.066
H 0.06209 -2.40683 -2.67012 -0.5 0.3 0.1 0.055
H 1.05484 -1.92497 -0.40396 -0.1 -0.1 0.8 0.120
H 0.03054 0.92873 -0.61464 -0.1 0.2 -0.1 0.119
H 1.78340 0.60838 -0.75713 0.0 -0.3 -1.2 0.119
H 0.55265 2.27091 1.10664 -0.3 -0.4 -0.4 0.076
H 2.26485 1.88215 1.23512 0.1 -0.1 -0.3 0.077
H 1.16783 1.47117 2.53976 0.0 0.1 0.1 0.091
H -1.23985 -1.43128 0.29872 -0.5 0.3 0.5 0.056
H -1.20827 -2.43348 -0.90181 -0.1 -0.2 -0.5 0.040
C -0.67753 4.32695 -6.87872 -1.9 -1.5 0.1 -0.093
C -0.97713 5.05070 -5.56256 0.1 -1.1 0.1 -0.387
C -1.69045 4.18349 -4.44859 -0.8 -0.2 -1.5 -0.166
O -0.88876 3.07287 -4.07809 1.0 1.7 -1.1 -0.187
C -1.38160 2.30636 -3.05981 -0.4 -0.7 1.2 -0.118
N 0.37564 5.43320 -5.12487 -0.9 0.7 0.2 0.037
H -0.02516 3.47280 -6.69723 0.2 0.1 -0.1 0.082
H -0.28410 4.97798 -7.65941 0.1 0.2 0.2 0.084
H -1.60990 3.90565 -7.25458 -0.1 -0.1 -0.4 0.077
H -1.57524 5.89499 -5.90543 -0.3 0.3 0.9 0.125
H -2.63251 3.75566 -4.79151 -0.2 0.0 -0.9 0.116
H -2.10541 4.77995 -3.63611 1.0 0.4 0.7 0.108
H -1.61803 2.88707 -2.16820 0.0 0.3 0.2 0.072
H -0.59589 1.61281 -2.76021 -0.1 -0.2 -0.1 0.071
H -2.28683 1.75571 -3.31565 -0.1 -0.2 -0.2 0.092
H 0.63391 4.67293 -4.51218 0.6 -0.2 0.0 0.056
H 0.77703 5.26275 -6.03588 1.7 0.4 0.8 0.039
C 4.22213 -5.08881 2.87659 0.9 1.2 -0.3 -0.068
C 2.95409 -4.31977 2.58429 -2.2 -2.7 -0.7 -0.428
C 2.02553 -5.24266 1.67162 0.6 1.7 -0.8 -0.177
O 0.87756 -4.46814 1.36755 -1.0 -0.2 -1.0 -0.219
C 0.10917 -4.92349 0.22562 0.7 0.8 0.6 -0.061
N 2.27559 -4.16424 3.81882 -0.2 0.4 2.3 0.036
H 4.86529 -4.38136 3.40001 0.4 -0.1 -0.1 0.074
H 4.68756 -5.38796 1.93745 0.2 -0.2 0.1 0.077
H 4.12727 -5.93220 3.56053 -0.5 -0.1 -0.3 0.083
H 3.06944 -3.34163 2.11733 0.3 -0.2 -0.3 0.129
H 1.70134 -6.18654 2.10991 0.3 -0.1 0.6 0.129
H 2.55081 -5.46876 0.74369 0.2 -0.2 -0.3 0.110
H -0.74825 -4.26242 0.09944 0.0 0.1 0.3 0.064
H -0.27994 -5.93822 0.30923 0.4 -0.1 0.2 0.067
H 0.71569 -4.80821 -0.67269 0.1 -0.3 -0.2 0.083
H 2.14835 -5.08683 4.20962 0.2 -0.1 0.3 0.075
H 1.33569 -3.79494 3.83662 -0.1 0.3 -0.8 0.040
C 2.18156 1.08761 -4.41086 -0.5 -0.5 -0.1 -0.055
C 3.12923 0.00273 -4.86058 0.5 0.6 -1.2 -0.430
C 3.30688 -0.12023 -6.42903 -1.4 -0.4 1.2 -0.172
O 2.06351 -0.03753 -7.08487 -0.6 -0.4 -1.2 -0.202
C 1.20814 -1.17382 -7.12980 -0.4 0.9 1.8 -0.098
N 4.46808 0.24969 -4.33955 0.4 -0.3 -0.2 0.045
H 1.15266 0.86772 -4.69564 0.0 0.0 -0.5 0.064
H 2.43601 2.06557 -4.81945 0.1 0.1 0.5 0.090
H 2.12846 0.99448 -3.32614 0.4 0.7 0.2 0.063
H 2.69786 -0.93366 -4.50671 0.0 -0.4 -0.1 0.104
H 3.73946 -1.10998 -6.57525 0.4 -0.1 -0.4 0.113
H 3.87681 0.66211 -6.93025 0.4 0.0 0.7 0.129
H 0.64269 -1.18202 -6.19797 -0.2 -0.1 0.6 0.064
H 1.69197 -2.15010 -7.10004 0.3 0.1 -0.8 0.071
H 0.40168 -1.00834 -7.84418 0.6 -0.2 -0.7 0.089
H 4.56450 0.12774 -3.34159 -0.6 0.3 0.3 0.036
H 5.04821 -0.50240 -4.68292 0.5 0.0 -0.4 0.065
```
Forces are in eV/Å.